No. 1
Density functional theory data (ωB97M-V/def2-TZVPD) for a cluster of 11 separate species, C33H88O11 in total.

Values from the calculation:
Structure (SMILES)   CC(C)O.CC(C)O.CC(C)O.CC(C)O.CC(C)O.CC(C)O.CC(C)O.CC(C)O.CC(C)O.CC(C)O.CC(C)O
HOMO-LUMO gap   10.08 eV
Net charge   0
ΔE to the lowest compared entry with this formula, charge and spin   110.19 kcal/mol

Last column: Löwdin charge in e.
Geometry (Å):
C1 -7.274 -4.852 -7.416  -0.06
C2 -6.004 -4.629 -6.586  -0.48
C3 -5.906 -3.262 -5.963  -0.07
O1 -6.021 -5.682 -5.602  -0.06
H1 -7.437 -4.036 -8.120  0.08
H2 -8.161 -4.804 -6.783  0.08
H3 -7.350 -5.750 -8.029  0.08
H4 -5.087 -4.727 -7.167  0.13
H5 -5.702 -2.510 -6.725  0.08
H6 -5.117 -3.129 -5.224  0.08
H7 -6.854 -3.045 -5.470  0.08
H8 -6.929 -5.929 -5.411  0.07
C4 -0.841 0.210 -0.038  -0.08
C5 0.160 1.255 -0.322  -0.56
C6 1.068 1.513 0.892  -0.04
O2 0.951 0.944 -1.406  -0.03
H9 -1.639 0.592 0.598  0.09
H10 -0.510 -0.750 0.357  0.09
H11 -1.235 -0.123 -0.998  0.08
H12 -0.447 2.137 -0.528  0.13
H13 1.743 2.358 0.757  0.08
H14 1.666 0.642 1.159  0.08
H15 0.427 1.590 1.770  0.08
H16 0.393 0.862 -2.182  0.09
C7 8.746 7.994 2.985  -0.04
C8 8.969 7.397 1.557  -0.53
C9 7.989 6.365 1.113  -0.06
O3 9.019 8.452 0.649  -0.05
H17 7.725 8.371 3.051  0.08
H18 9.534 8.691 3.269  0.08
H19 8.828 7.167 3.691  0.07
H20 9.989 7.012 1.571  0.13
H21 8.092 5.421 1.648  0.08
H22 7.938 6.168 0.042  0.08
H23 7.012 6.769 1.377  0.08
H24 9.149 8.119 -0.242  0.09
C10 5.868 -2.624 -0.179  -0.07
C11 6.648 -1.378 -0.504  -0.50
C12 8.112 -1.643 -0.566  -0.07
O4 6.217 -0.891 -1.798  -0.05
H25 6.169 -3.423 -0.856  0.09
H26 4.788 -2.498 -0.252  0.07
H27 5.876 -2.950 0.861  0.08
H28 6.471 -0.650 0.288  0.13
H29 8.525 -1.873 0.416  0.08
H30 8.735 -0.829 -0.935  0.08
H31 8.394 -2.526 -1.139  0.08
H32 5.302 -0.603 -1.762  0.08
C13 -0.596 -2.544 5.847  -0.07
C14 -1.016 -1.793 7.087  -0.52
C15 -1.166 -0.288 6.866  -0.05
O5 -2.248 -2.312 7.498  -0.05
H33 -0.483 -3.623 5.949  0.08
H34 0.223 -2.030 5.345  0.08
H35 -1.394 -2.487 5.107  0.07
H36 -0.264 -2.004 7.847  0.14
H37 -0.247 0.096 6.425  0.08
H38 -1.447 0.165 7.817  0.08
H39 -1.935 -0.131 6.109  0.08
H40 -2.887 -2.167 6.796  0.09
C16 -2.132 -7.630 -0.501  -0.08
C17 -1.284 -6.993 -1.579  -0.51
C18 0.198 -7.300 -1.321  -0.06
O6 -1.682 -7.591 -2.775  -0.04
H41 -3.196 -7.429 -0.623  0.08
H42 -1.869 -7.196 0.464  0.07
H43 -1.937 -8.699 -0.410  0.09
H44 -1.459 -5.918 -1.552  0.13
H45 0.567 -8.326 -1.306  0.08
H46 0.409 -6.838 -0.356  0.07
H47 0.882 -6.848 -2.039  0.07
H48 -2.530 -7.217 -3.024  0.09
C19 -5.987 -3.392 2.339  -0.07
C20 -6.523 -3.819 3.685  -0.52
C21 -5.834 -5.099 4.198  -0.05
O7 -6.208 -2.828 4.597  -0.06
H49 -6.166 -4.219 1.652  0.08
H50 -4.905 -3.266 2.387  0.08
H51 -6.478 -2.522 1.903  0.08
H52 -7.606 -3.938 3.720  0.13
H53 -6.390 -6.016 4.003  0.08
H54 -5.735 -5.103 5.284  0.07
H55 -4.765 -5.155 3.995  0.08
H56 -6.458 -1.949 4.304  0.09
C22 1.204 -0.546 -7.725  -0.06
C23 0.041 -1.116 -6.922  -0.48
C24 0.429 -2.402 -6.139  -0.06
O8 -0.500 -0.169 -5.996  -0.06
H57 1.597 -1.312 -8.392  0.08
H58 2.036 -0.316 -7.059  0.08
H59 0.924 0.376 -8.235  0.08
H60 -0.805 -1.412 -7.542  0.13
H61 1.257 -2.226 -5.453  0.07
H62 0.744 -3.239 -6.762  0.08
H63 -0.359 -2.734 -5.463  0.07
H64 -1.188 0.347 -6.422  0.08
C25 1.112 8.034 -0.304  -0.05
C26 -0.209 8.826 -0.390  -0.48
C27 -1.052 8.476 -1.615  -0.06
O9 -1.020 8.676 0.806  -0.06
H65 1.668 8.279 0.601  0.07
H66 1.814 8.292 -1.096  0.08
H67 0.826 6.982 -0.335  0.08
H68 0.012 9.890 -0.472  0.12
H69 -1.335 7.423 -1.643  0.08
H70 -0.471 8.692 -2.512  0.08
H71 -1.911 9.122 -1.796  0.08
H72 -0.454 8.884 1.553  0.07
C28 6.052 -0.526 5.872  -0.06
C29 7.246 0.464 5.657  -0.50
C30 6.764 1.885 5.419  -0.06
O10 8.055 0.367 6.787  -0.04
H73 6.329 -1.518 6.231  0.07
H74 5.360 -0.566 5.031  0.07
H75 5.397 -0.181 6.671  0.07
H76 7.742 0.097 4.758  0.13
H77 6.092 2.029 4.573  0.08
H78 7.612 2.560 5.298  0.08
H79 6.185 2.329 6.228  0.08
H80 8.533 -0.463 6.724  0.09
C31 -6.519 3.009 -1.439  -0.06
C32 -7.878 3.380 -2.014  -0.55
C33 -8.780 2.181 -2.188  -0.06
O11 -8.479 4.365 -1.250  -0.04
H81 -6.760 2.497 -0.508  0.08
H82 -5.894 3.876 -1.220  0.08
H83 -6.065 2.394 -2.216  0.08
H84 -7.694 3.826 -2.992  0.13
H85 -8.350 1.453 -2.875  0.08
H86 -9.766 2.478 -2.547  0.08
H87 -9.086 1.655 -1.283  0.08
H88 -7.899 5.083 -0.988  0.09

No. 2
Density functional theory data (ωB97M-V/def2-TZVPD) for a structure of composition C28H33BBrF4N4O7SV.

Values from the calculation:
HOMO-LUMO gap (alpha / beta)   7.91 / 8.16 eV
Net charge   0
2S+1   3
ΔE to the lowest compared entry with this formula, charge and spin   28.56 kcal/mol

Last column: Löwdin charge in e.
Geometry (Å):
V1 0.545 -0.501 -0.434  1.13
O1 5.133 2.583 0.723  0.07
C1 4.007 3.187 1.195  -0.27
C2 4.037 4.460 1.748  -0.02
C3 2.871 5.026 2.232  -0.09
C4 1.677 4.325 2.172  -0.09
C5 1.654 3.059 1.609  -0.03
C6 2.806 2.478 1.105  -0.09
C7 2.786 1.103 0.458  -0.34
O2 1.557 0.884 -0.114  -0.31
N1 3.097 0.058 1.428  0.04
N2 2.012 -0.612 1.844  -0.02
C8 2.159 -1.733 2.436  -0.20
C9 1.017 -2.520 2.848  -0.61
Br1 -0.658 -1.652 2.684  0.86
C10 1.163 -3.763 3.326  -0.08
C11 0.161 -4.741 3.736  -0.24
C12 -1.023 -4.945 3.029  -0.06
C13 -1.924 -5.910 3.442  -0.07
C14 -1.660 -6.682 4.563  -0.09
C15 -0.477 -6.498 5.262  -0.08
C16 0.432 -5.544 4.845  -0.04
H1 5.880 3.185 0.801  0.11
H2 4.974 5.001 1.801  0.11
H3 2.900 6.016 2.663  0.10
H4 0.769 4.761 2.561  0.10
H5 0.727 2.502 1.550  0.11
H6 3.549 1.047 -0.332  0.16
H7 3.884 -0.530 1.168  0.15
H8 3.137 -2.182 2.615  0.14
H9 2.193 -4.090 3.435  0.12
H10 -1.225 -4.366 2.139  0.08
H11 -2.833 -6.068 2.878  0.10
H12 -2.368 -7.433 4.882  0.10
H13 -0.258 -7.106 6.129  0.10
H14 1.361 -5.411 5.384  0.11
C17 -3.616 -0.353 -0.379  0.01
C18 -2.736 -1.460 -0.823  -0.32
N3 -1.433 -1.563 -0.629  0.08
C19 -1.067 -2.789 -1.110  -0.13
C20 -2.161 -3.443 -1.607  -0.06
N4 -3.207 -2.575 -1.419  0.20
C21 -2.391 -4.762 -2.241  -0.48
O3 -1.345 -5.553 -2.352  0.15
O4 -3.502 -5.055 -2.614  0.10
C22 0.327 -3.221 -0.899  -0.53
O5 0.721 -4.329 -1.255  0.10
O6 0.989 -2.356 -0.233  -0.11
H15 -2.999 0.478 -0.054  0.06
H16 -4.239 -0.685 0.453  0.09
H17 -4.272 -0.027 -1.186  0.09
H18 -4.157 -2.791 -1.683  0.18
H19 -0.506 -5.145 -1.979  0.08
F1 2.729 -0.930 -1.824  0.13
B1 1.985 -0.507 -2.935  -1.24
F2 2.405 -1.066 -4.088  0.21
F3 0.613 -0.956 -2.590  0.04
F4 1.943 0.870 -2.992  0.15
C23 -4.474 3.562 -3.299  -0.10
C24 -3.490 3.492 -2.138  -0.31
C25 -2.275 2.646 -2.491  -0.32
S1 -1.070 2.565 -1.118  1.02
O7 -0.952 1.080 -0.852  -0.60
C26 0.390 3.156 -1.994  -0.35
C27 0.345 4.670 -2.120  -0.29
C28 1.659 5.194 -2.686  -0.09
H20 -5.350 4.152 -3.035  0.07
H21 -4.814 2.567 -3.584  0.08
H22 -4.013 4.017 -4.174  0.08
H23 -3.978 3.074 -1.254  0.10
H24 -3.164 4.498 -1.862  0.11
H25 -1.775 3.017 -3.385  0.10
H26 -2.543 1.602 -2.665  0.10
H27 0.462 2.642 -2.951  0.10
H28 1.231 2.837 -1.389  0.07
H29 0.171 5.111 -1.134  0.11
H30 -0.486 4.978 -2.760  0.10
H31 2.489 4.901 -2.044  0.08
H32 1.651 6.281 -2.755  0.07
H33 1.846 4.789 -3.680  0.08

No. 3
Density functional theory data (ωB97M-V/def2-TZVPD) for a structure of composition C50H47ClN8O2PSSc.

Values from the calculation:
HOMO-LUMO gap   7.41 eV
Net charge   +2

Last column: Löwdin charge in e.
Geometry (Å):
Sc1 -1.493 1.292 0.276  0.87
Cl1 -8.542 -0.213 -0.493  0.72
C1 -6.963 0.450 -0.301  -0.67
C2 -6.534 1.509 -1.115  -0.06
C3 -5.273 2.030 -0.975  0.02
C4 -4.349 1.502 -0.041  -0.32
O1 -3.184 2.054 0.117  -0.16
C5 -4.780 0.382 0.749  -0.16
C6 -3.897 -0.237 1.681  -0.03
N1 -2.612 -0.078 1.657  0.00
C7 -1.830 -0.574 2.708  -0.23
C8 -1.878 -1.851 3.220  -0.01
C9 -1.046 -2.210 4.292  -0.04
C10 -0.254 -1.283 4.914  0.00
C11 -0.217 0.051 4.450  -0.15
C12 0.498 1.091 5.079  0.03
C13 0.429 2.354 4.550  -0.02
C14 -0.251 2.565 3.339  -0.15
N2 -0.889 1.613 2.686  0.06
C15 -0.949 0.388 3.281  -0.19
C16 -6.104 -0.084 0.632  -0.07
H1 -7.215 1.916 -1.845  0.12
H2 -4.958 2.869 -1.581  0.13
H3 -4.352 -0.854 2.460  0.16
H4 -2.545 -2.583 2.791  0.12
H5 -1.069 -3.228 4.650  0.12
H6 0.323 -1.550 5.786  0.13
H7 1.071 0.882 5.969  0.14
H8 0.908 3.190 5.036  0.12
H9 -0.263 3.551 2.891  0.09
H10 -6.442 -0.885 1.272  0.12
N3 -1.801 -0.108 -2.919  -0.11
P1 -2.214 -0.878 -1.445  1.09
C17 -3.337 -2.155 -2.133  -0.32
C18 -2.864 -2.979 -3.156  -0.09
C19 -3.663 -3.991 -3.652  -0.05
C20 -4.944 -4.175 -3.152  -0.05
C21 -5.419 -3.353 -2.145  -0.05
C22 -4.618 -2.348 -1.630  -0.07
C23 -0.778 -2.004 -1.244  -0.38
C24 -0.793 -2.834 -0.128  -0.10
C25 0.222 -3.750 0.074  -0.06
C26 1.256 -3.845 -0.846  -0.08
C27 1.287 -3.005 -1.946  -0.06
C28 0.274 -2.083 -2.147  -0.12
C29 -1.661 1.251 -3.085  -0.36
C30 -1.659 1.778 -4.383  0.01
C31 -1.540 3.137 -4.559  -0.03
C32 -1.459 3.945 -3.427  -0.04
C33 -1.435 3.348 -2.188  -0.16
N4 -1.488 2.015 -1.996  0.01
H11 -2.068 -0.608 -3.762  0.11
H12 -1.866 -2.847 -3.555  0.10
H13 -3.283 -4.649 -4.419  0.12
H14 -5.561 -4.967 -3.545  0.12
H15 -6.411 -3.508 -1.751  0.11
H16 -4.987 -1.715 -0.839  0.07
H17 -1.624 -2.768 0.562  0.09
H18 0.204 -4.399 0.937  0.11
H19 2.027 -4.589 -0.717  0.11
H20 2.093 -3.079 -2.660  0.12
H21 0.302 -1.430 -3.009  0.11
H22 -1.765 1.109 -5.223  0.12
H23 -1.524 3.561 -5.550  0.12
H24 -1.421 5.018 -3.514  0.11
H25 -1.368 3.957 -1.293  0.07
N5 2.660 2.642 1.755  0.16
C34 2.220 3.107 0.579  -0.75
S1 0.566 3.276 0.268  0.77
N6 3.132 3.440 -0.339  0.08
C35 2.882 3.959 -1.638  -0.27
C36 2.021 5.028 -1.831  -0.06
C37 1.811 5.509 -3.111  -0.07
C38 2.448 4.927 -4.194  -0.07
C39 3.320 3.868 -3.995  -0.07
C40 3.550 3.391 -2.717  -0.03
H26 2.007 2.353 2.469  0.07
H27 3.635 2.664 2.008  0.13
H28 4.107 3.286 -0.114  0.17
H29 1.538 5.488 -0.984  0.10
H30 1.163 6.358 -3.257  0.11
H31 2.285 5.310 -5.189  0.11
H32 3.825 3.416 -4.835  0.11
H33 4.251 2.587 -2.553  0.11
C41 5.378 -3.367 1.100  -0.05
C42 3.955 -3.180 1.620  -0.20
N7 3.848 -2.135 2.620  -0.05
C43 4.441 -2.378 3.932  -0.18
C44 5.760 -1.639 4.123  -0.06
C45 3.175 -0.999 2.439  -0.42
O2 2.991 -0.151 3.305  0.06
C46 2.586 -0.687 1.086  -0.10
C47 3.342 -0.415 -0.048  0.02
C48 2.697 0.133 -1.146  -0.03
C49 1.353 0.447 -1.058  -0.17
N8 0.606 0.192 0.026  -0.01
C50 1.226 -0.392 1.051  -0.05
H34 5.372 -4.085 0.285  0.08
H35 6.030 -3.748 1.881  0.08
H36 5.789 -2.431 0.729  0.07
H37 3.612 -4.117 2.071  0.13
H38 3.280 -2.939 0.794  0.09
H39 4.585 -3.453 4.044  0.13
H40 3.728 -2.033 4.687  0.12
H41 6.484 -1.917 3.362  0.07
H42 6.172 -1.886 5.097  0.08
H43 5.599 -0.565 4.080  0.07
H44 4.402 -0.617 -0.069  0.13
H45 3.232 0.338 -2.060  0.11
H46 0.852 0.938 -1.884  0.11
H47 0.625 -0.636 1.917  0.11

No. 4
Density functional theory data (ωB97M-V/def2-TZVPD) for a cluster of 3 separate species, C5H13N3 in total.

Values from the calculation:
HOMO-LUMO gap   2.94 eV
Net charge   0
ΔE to the lowest compared entry with this formula, charge and spin   360.63 kcal/mol

Last column: Löwdin charge in e.
Geometry (Å):
C1 -2.110 0.617 0.559  -0.06
C2 -0.789 0.240 -0.133  -0.25
C3 0.161 -0.880 0.307  0.00
C4 1.475 -0.629 -0.128  -0.55
C5 2.619 -1.588 0.248  -0.33
N1 3.623 -0.759 0.834  0.01
N2 1.867 0.318 -0.997  0.14
N3 -4.000 1.686 -0.842  -0.01
H1 -3.041 0.910 -0.216  0.00
H2 -2.022 1.640 0.946  0.08
H3 -2.409 -0.011 1.397  0.07
H4 -0.127 1.109 -0.005  0.09
H5 -0.914 0.116 -1.217  0.11
H6 -0.240 -1.881 0.149  0.12
H7 2.091 -2.456 0.619  0.12
H8 4.498 -1.283 0.891  0.04
H9 3.371 -1.491 -0.584  0.14
H10 1.873 0.033 1.406  0.28
H11 2.629 0.818 -0.534  0.05
H12 -5.007 1.641 -0.961  -0.02
H13 -3.548 1.849 -1.738  -0.02

Sequential strongest force on any atom output: 2.76 1.67 2.20 3.24 eV/A